Density functional theory data (ωB97M-V/def2-TZVPD) for a 3-piece molecular cluster, CH7ClN3 overall in a non-equilibrium geometry.

Geometry (Å):
C 2.128 0.852 -0.154
N 3.099 1.445 -0.049
N 0.177 -0.915 -0.364
N -2.367 0.129 0.445
Cl 0.589 -2.547 0.137
H 1.311 -0.049 -0.264
H 3.921 1.895 0.295
H -2.851 -0.083 1.295
H -0.063 -1.049 -1.404
H -2.791 -0.246 -0.385
H -0.657 -0.549 0.045
H -2.495 1.116 0.404

The value obtained for the energy relative to the best compared isomer or geometry (same formula, charge and spin) is 31.7 kcal per mole. The spin multiplicity is 1. As for the total charge: +1. The calculation puts the HOMO-LUMO gap at 10.4 eV. The calculated total energy is -666.4131 a.u. The calculation puts the largest force on an atom at 4.13 eV/A.

Density functional theory data (ωB97M-V/def2-TZVPD) for an isolated ion of composition CH7IN3 and charge +1 in a non-equilibrium geometry.

Geometry (Å):
N -0.276 1.087 -0.569
N 0.056 0.769 0.736
C 0.794 -0.351 0.641
N 0.160 -1.256 -0.365
I 2.828 0.023 0.059
H 0.585 1.473 -0.983
H -0.917 1.790 -0.582
H 0.520 1.491 1.280
H 0.766 -1.087 1.644
H -0.753 -1.832 -0.173
H -0.272 -0.593 -1.124
H 0.828 -1.819 -0.876

The value obtained for the energy relative to the best compared isomer or geometry (same formula, charge and spin) is 77.4 kcal per mole. The spin multiplicity is 1. As for the total charge: +1. As for the SMILES: NN[C@@H]([NH3+])I. The calculation puts the HOMO-LUMO gap at 10.2 eV. The calculated total energy is -503.9326 a.u. The calculation puts the largest force on an atom at 6.70 eV/A.